2 unconnected molecules or ions with the total composition C9H14 at a distorted geometry. Source: OMol25; level of theory: ωB97M-V/def2-TZVPD.

CARTESIAN COORDINATES (ANGSTROEM)
C  -1.647  -3.302  -1.880
C  0.499  0.505  -1.529
C  0.414  -0.427  -0.475
C  -0.099  0.104  -2.670
C  0.070  -1.696  -0.676
C  -1.011  -1.086  -2.704
C  -0.851  -2.079  -1.705
H  0.822  1.660  -1.581
H  0.795  -0.044  0.463
H  0.149  0.472  -3.697
H  0.288  -2.515  0.136
H  -1.723  -1.174  -3.499
H  -1.094  -4.147  -1.971
H  -2.280  -3.170  -2.718
H  -2.316  -3.377  -1.095
C  1.380  2.888  2.617
C  0.675  2.095  3.759
H  1.857  3.783  2.953
H  1.944  2.370  1.834
H  0.603  3.376  2.000
H  -0.003  2.680  4.356
H  1.360  1.871  4.642
H  0.170  1.213  3.440

Calculated values
HOMO level, eV: -8.9
Energy, hartree: -351.2389
ΔE to the lowest compared entry with this formula, charge and spin, kcal per mole: 57.30
Total charge: 0
Structure (SMILES): Cc1ccccc1.CC
HOMO-LUMO gap, eV: 9.8

A molecular structure, C29H14Cl5IN6O6SW at a distorted geometry. Source: OMol25; level of theory: ωB97M-V/def2-TZVPD.

CARTESIAN COORDINATES (ANGSTROEM)
W  -0.542  -0.062  -0.384
O  1.544  0.078  -0.892
C  2.225  1.097  -1.097
C  1.835  2.451  -0.794
C  2.738  3.469  -1.131
C  2.408  4.757  -0.821
C  1.206  5.072  -0.181
C  0.322  4.086  0.163
C  0.612  2.730  -0.132
O  -0.220  1.813  0.260
N  3.352  5.841  -1.161
O  4.439  5.515  -1.589
O  3.029  6.969  -0.853
H  3.216  0.962  -1.549
H  3.676  3.252  -1.622
H  0.992  6.110  0.035
H  -0.610  4.311  0.663
Cl  -2.934  2.484  -0.809
C  -3.585  0.865  -0.802
C  -2.796  -0.235  -0.464
C  -3.484  -1.442  -0.379
Cl  -2.704  -2.871  0.263
C  -4.836  -1.591  -0.695
Cl  -5.622  -3.125  -0.608
C  -5.572  -0.475  -1.081
Cl  -7.239  -0.627  -1.480
C  -4.947  0.770  -1.110
Cl  -5.887  2.156  -1.526
N  -3.081  0.280  2.439
C  -1.794  0.337  2.805
N  -0.764  0.047  2.054
C  0.425  0.173  2.789
C  1.713  -0.068  2.324
C  2.790  0.129  3.172
C  2.607  0.560  4.486
C  1.330  0.791  4.968
C  0.261  0.592  4.108
S  -1.431  0.805  4.449
H  -3.294  0.120  1.466
H  -3.795  0.654  3.037
H  1.879  -0.438  1.324
H  3.790  -0.063  2.808
H  3.461  0.706  5.133
H  1.171  1.116  5.987
N  -0.766  0.793  -2.228
C  -0.568  0.951  -3.381
N  -0.485  1.171  -4.603
C  0.614  1.217  -5.333
N  1.540  1.277  -6.020
I  2.403  -8.301  -1.210
C  1.655  -6.380  -1.024
C  1.532  -5.820  0.243
C  1.030  -4.532  0.365
C  0.660  -3.838  -0.777
C  0.777  -4.399  -2.040
C  1.285  -5.683  -2.168
C  0.109  -2.466  -0.650
O  0.139  -1.837  0.461
O  -0.418  -1.834  -1.610
H  1.824  -6.381  1.118
H  0.925  -4.068  1.336
H  0.471  -3.834  -2.910
H  1.391  -6.136  -3.143

Calculated values
HOMO level (spin up / spin down), eV: -8.4 / -9.1
Energy, hartree: -4957.4438
ΔE to the lowest compared entry with this formula, charge and spin, kcal per mole: 0.00
Total charge: 0
HOMO-LUMO gap (spin up / spin down), eV: 6.9 / 7.6
Multiplicity: 3

5 unconnected molecules or ions with the total composition C33H73N4O3 at a distorted geometry. Source: OMol25; level of theory: ωB97M-V/def2-TZVPD.

CARTESIAN COORDINATES (ANGSTROEM)
C  8.841  40.079  -2.131
C  9.591  40.328  -3.409
C  8.965  39.727  -4.725
N  9.667  40.092  -6.062
C  9.766  41.634  -6.104
C  10.903  39.258  -6.295
C  10.497  38.067  -7.216
C  8.960  38.155  -7.443
C  8.747  39.693  -7.252
H  8.487  39.051  -2.049
H  7.934  40.683  -2.126
H  9.391  40.276  -1.211
H  10.575  39.908  -3.201
H  9.764  41.404  -3.414
H  7.959  40.109  -4.898
H  8.849  38.655  -4.563
H  10.038  41.865  -7.134
H  10.540  42.009  -5.436
H  8.757  42.019  -5.954
H  11.614  39.934  -6.771
H  11.248  38.874  -5.335
H  11.120  38.067  -8.110
H  10.749  37.147  -6.688
H  8.415  37.783  -8.311
H  8.432  37.622  -6.652
H  9.216  40.300  -8.026
H  7.692  39.958  -7.184
C  3.428  40.720  -2.078
C  4.356  41.779  -2.749
C  4.899  42.854  -1.699
N  5.539  44.169  -2.293
C  4.575  44.966  -3.191
C  6.881  43.727  -2.952
C  8.025  44.311  -2.086
C  7.480  45.498  -1.376
C  5.968  45.116  -1.203
H  3.149  39.823  -2.631
H  2.427  41.106  -1.886
H  3.824  40.378  -1.122
H  3.840  42.229  -3.597
H  5.183  41.246  -3.219
H  5.691  42.471  -1.056
H  4.097  43.198  -1.046
H  3.753  45.363  -2.595
H  4.201  44.336  -3.998
H  5.050  45.895  -3.507
H  6.880  44.180  -3.943
H  6.962  42.669  -3.201
H  8.813  44.844  -2.619
H  8.369  43.491  -1.456
H  7.554  46.391  -1.997
H  7.915  45.745  -0.407
H  5.305  45.979  -1.135
H  5.887  44.828  -0.155
C  5.829  37.009  -1.765
C  5.490  37.247  -3.263
C  5.080  35.845  -3.878
N  4.687  35.845  -5.367
C  5.920  36.411  -6.165
C  3.449  36.676  -5.758
C  2.759  35.918  -6.953
C  3.090  34.489  -6.694
C  4.409  34.380  -5.909
H  6.416  37.855  -1.405
H  6.454  36.136  -1.581
H  5.003  36.987  -1.054
H  6.360  37.711  -3.727
H  4.752  38.039  -3.389
H  4.312  35.260  -3.372
H  5.982  35.235  -3.858
H  6.062  37.441  -5.838
H  5.646  36.307  -7.215
H  6.781  35.781  -5.941
H  3.817  37.639  -6.113
H  2.854  36.826  -4.857
H  3.240  36.347  -7.832
H  1.712  36.129  -7.171
H  3.062  33.819  -7.553
H  2.291  34.012  -6.126
H  5.121  34.066  -6.672
H  4.440  33.592  -5.156
C  0.841  39.582  -7.816
C  -0.630  39.231  -8.241
C  -1.434  40.462  -8.697
N  -2.768  40.175  -9.338
C  -2.578  39.145  -10.453
C  -3.787  39.726  -8.262
C  -5.163  40.221  -8.691
C  -4.880  41.432  -9.477
C  -3.400  41.501  -9.871
H  0.751  40.211  -6.930
H  1.241  40.104  -8.686
H  1.431  38.677  -7.675
H  -1.214  38.778  -7.440
H  -0.750  38.436  -8.977
H  -0.873  40.874  -9.536
H  -1.613  41.225  -7.940
H  -1.692  39.426  -11.023
H  -3.464  39.057  -11.082
H  -2.458  38.093  -10.192
H  -3.775  38.650  -8.089
H  -3.474  40.200  -7.332
H  -5.765  39.503  -9.248
H  -5.830  40.466  -7.864
H  -5.526  41.400  -10.354
H  -5.309  42.278  -8.940
H  -3.225  41.586  -10.943
H  -2.974  42.406  -9.439
O  4.038  41.729  -5.958
C  5.235  41.151  -6.038
O  5.222  39.930  -6.251
O  6.230  41.804  -5.830
H  3.484  40.962  -6.116

Calculated values
HOMO level (spin up / spin down), eV: -5.2 / -12.0
Energy, hartree: -1745.1600
ΔE to the lowest compared entry with this formula, charge and spin, kcal per mole: 0.00
Total charge: +2
HOMO-LUMO gap (spin up / spin down), eV: 1.9 / 8.7
Multiplicity: 2

A single C5H6O3 molecule at a distorted geometry. Source: OMol25; level of theory: ωB97M-V/def2-TZVPD.

CARTESIAN COORDINATES (ANGSTROEM)
C  2.771  0.001  -0.212
C  0.498  -0.248  0.235
C  -0.648  -0.901  0.040
C  -1.879  -0.276  0.427
C  -2.394  1.040  0.066
H  3.684  -0.509  -0.772
H  0.550  0.794  0.859
H  -0.600  -1.922  -0.223
H  -2.249  -0.711  1.330
H  -1.865  1.999  -0.387
H  -3.178  1.469  0.841
O  2.810  1.187  -0.019
O  1.722  -0.936  0.072
O  -2.835  -0.103  -0.676

Calculated values
HOMO level, eV: -9.9
Energy, hartree: -419.7224
ΔE to the lowest compared entry with this formula, charge and spin, kcal per mole: 73.43
Total charge: 0
Structure (SMILES): O=CO/C=C/[C@H]1CO1
HOMO-LUMO gap, eV: 10.8

3 unconnected molecules or ions with the total composition C6H15Br2F3N5O2 at a distorted geometry. Source: OMol25; level of theory: ωB97M-V/def2-TZVPD.

CARTESIAN COORDINATES (ANGSTROEM)
N  2.611  1.783  0.176
C  2.310  0.871  -1.002
C  1.174  -0.107  -0.749
C  -0.148  0.435  -0.216
F  -0.024  0.752  1.114
Br  -1.408  -1.038  -0.372
C  -0.715  1.668  -0.994
F  -0.293  1.601  -2.269
F  -2.061  1.727  -0.975
Br  -0.121  3.352  -0.193
H  2.637  2.753  -0.127
H  1.938  1.689  0.938
H  3.530  1.568  0.559
H  3.210  0.292  -1.164
H  2.164  1.458  -1.896
H  0.940  -0.586  -1.693
H  1.494  -0.901  -0.086
C  0.565  1.667  5.310
O  0.940  2.266  6.294
N  -0.014  0.429  5.364
N  0.696  2.198  4.042
H  -0.341  -0.067  4.558
H  -0.129  0.017  6.271
H  1.090  3.118  3.979
H  0.375  1.736  3.215
C  -2.121  -3.457  -3.495
O  -1.105  -3.170  -2.875
N  -2.076  -4.062  -4.717
N  -3.379  -3.201  -3.020
H  -2.893  -4.310  -5.240
H  -1.172  -4.273  -5.094
H  -3.461  -2.767  -2.123
H  -4.213  -3.439  -3.521

Calculated values
HOMO level, eV: -12.3
Energy, hartree: -6109.3330
Total charge: +1
HOMO-LUMO gap, eV: 8.7

A molecular structure, C22H20Cl2N3O2RuS. Source: OMol25; level of theory: ωB97M-V/def2-TZVPD.

CARTESIAN COORDINATES (ANGSTROEM)
Ru  -0.105  -0.081  0.145
S  -4.446  -0.914  1.040
C  -3.948  -2.170  -0.051
C  -4.695  -3.237  -0.552
C  -4.069  -4.117  -1.407
C  -2.719  -3.953  -1.756
C  -1.980  -2.902  -1.259
C  -2.610  -1.999  -0.403
N  -2.035  -0.876  0.190
C  -2.879  -0.244  0.958
C  -2.355  0.953  1.615
C  -3.038  1.760  2.505
C  -2.377  2.850  3.065
C  -1.055  3.120  2.734
C  -0.358  2.315  1.840
C  -1.016  1.226  1.267
H  -5.731  -3.375  -0.273
H  -4.623  -4.955  -1.805
H  -2.253  -4.676  -2.412
H  -0.923  -2.797  -1.477
H  -4.067  1.550  2.771
H  -2.896  3.487  3.768
H  -0.556  3.970  3.181
H  0.668  2.543  1.584
Cl  6.891  -0.890  2.241
C  5.351  -0.479  1.577
C  5.223  0.724  0.842
C  4.026  1.100  0.312
Cl  3.887  2.575  -0.585
C  2.854  0.312  0.492
O  1.726  0.754  0.042
C  3.019  -0.924  1.167
C  1.989  -1.887  1.231
O  0.847  -1.829  0.699
C  4.276  -1.289  1.734
H  6.089  1.359  0.703
H  2.226  -2.823  1.749
H  4.369  -2.217  2.283
N  2.153  -0.513  -4.810
C  0.926  0.065  -4.141
C  0.967  -0.192  -2.638
N  -0.207  0.372  -1.964
H  2.142  -0.339  -5.819
H  2.217  -1.526  -4.676
H  3.013  -0.100  -4.438
H  0.059  -0.397  -4.610
H  0.921  1.130  -4.364
H  1.851  0.269  -2.194
H  1.013  -1.266  -2.434
H  -1.090  0.027  -2.334
H  -0.211  1.389  -2.021

Calculated values
HOMO level (spin up / spin down), eV: -13.3 / -13.3
Energy, hartree: -2578.0247
ΔE to the lowest compared entry with this formula, charge and spin, kcal per mole: 5.57
Total charge: +2
HOMO-LUMO gap (spin up / spin down), eV: 6.9 / 6.8
Multiplicity: 2